Entry 1:
{"formula": "C5H13NO", "method": "ωB97M-V with the def2-TZVPD basis set", "symbols": ["C", "C", "C", "C", "N", "C", "O", "H", "H", "H", "H", "H", "H", "H", "H", "H", "H", "H", "H", "H"], "positions_angstrom": [[-0.569, 0.430, -0.120], [0.005, -0.014, 1.191], [1.103, 0.995, 1.489], [0.597, -1.418, 1.070], [-1.595, -0.317, -0.559], [-2.084, 0.079, -1.824], [1.882, 0.157, -0.983], [-0.976, 1.457, -0.017], [0.390, 0.526, -0.850], [-0.800, -0.026, 1.932], [0.831, 1.961, 1.047], [1.881, 0.662, 0.839], [1.280, 1.138, 2.550], [1.196, -1.773, 1.909], [1.331, -1.320, 0.266], [-0.204, -2.127, 0.851], [-3.075, -0.331, -2.034], [-1.507, -0.284, -2.686], [-2.196, 1.160, -1.979], [1.530, 0.001, -1.873]], "nbo_charge": [-0.266, -0.237, -0.626, -0.639, -0.120, -0.494, -0.913, 0.271, 0.375, 0.211, 0.186, 0.263, 0.213, 0.213, 0.258, 0.209, 0.216, 0.244, 0.198, 0.437], "de_lowest_kj_mol": 575.7, "homo_energy_ev": -9.432, "lumo_ha": -0.0882, "homo_lumo_gap_ev": 7.031}

Entry 2:
{"formula": "C46H41F7N2", "method": "ωB97M-V with the def2-TZVPD basis set", "symbols": ["F", "C", "C", "C", "C", "C", "C", "H", "H", "H", "H", "H", "F", "C", "C", "C", "C", "C", "C", "H", "H", "H", "H", "H", "F", "C", "C", "C", "C", "C", "C", "H", "H", "H", "H", "H", "F", "C", "C", "C", "C", "C", "C", "H", "H", "H", "H", "H", "F", "C", "C", "C", "C", "C", "C", "H", "H", "H", "H", "H", "F", "C", "C", "C", "C", "C", "C", "H", "H", "H", "H", "H", "F", "C", "C", "C", "C", "C", "C", "H", "H", "H", "H", "H", "C", "C", "N", "H", "H", "H", "C", "C", "N", "H", "H", "H"], "positions_angstrom": [[-0.042, 6.570, 2.542], [0.445, 5.572, 1.741], [-0.079, 4.249, 1.881], [0.403, 3.231, 1.077], [1.366, 3.520, 0.111], [1.861, 4.808, -0.125], [1.372, 5.831, 0.729], [-0.706, 4.261, 2.760], [0.218, 2.198, 1.332], [1.752, 2.819, -0.615], [2.639, 4.900, -0.868], [1.716, 6.853, 0.672], [-2.856, -2.631, 1.720], [-2.644, -2.860, 3.059], [-1.390, -2.674, 3.588], [-1.097, -3.134, 4.833], [-2.146, -3.674, 5.611], [-3.497, -3.715, 5.166], [-3.708, -3.401, 3.851], [-0.587, -2.276, 2.986], [-0.115, -2.991, 5.260], [-1.998, -4.004, 6.629], [-4.210, -3.987, 5.930], [-4.685, -3.433, 3.391], [2.396, 1.884, -0.351], [2.662, 1.411, -1.653], [1.839, 0.493, -2.267], [1.908, 0.179, -3.585], [2.945, 0.741, -4.303], [3.867, 1.636, -3.767], [3.602, 2.023, -2.460], [1.035, 0.054, -1.696], [1.191, -0.500, -4.021], [3.166, 0.495, -5.331], [4.638, 2.113, -4.353], [4.207, 2.805, -2.027], [-0.553, -0.147, -2.282], [-1.588, -0.880, -2.760], [-1.399, -2.235, -2.944], [-2.469, -2.919, -3.448], [-3.694, -2.301, -3.767], [-3.891, -0.986, -3.493], [-2.777, -0.236, -3.134], [-0.419, -2.616, -2.698], [-2.485, -3.982, -3.640], [-4.498, -2.904, -4.163], [-4.817, -0.518, -3.791], [-2.912, 0.834, -3.078], [0.282, -4.403, 3.787], [1.278, -3.882, 3.080], [1.476, -2.488, 2.963], [2.711, -2.047, 2.513], [3.665, -2.982, 2.099], [3.428, -4.404, 2.199], [2.303, -4.807, 2.695], [0.782, -1.717, 3.262], [2.806, -0.995, 2.289], [4.638, -2.616, 1.803], [4.110, -5.162, 1.845], [2.144, -5.854, 2.904], [1.717, -0.552, 2.127], [0.695, -0.415, 1.274], [-0.332, -1.349, 1.231], [-1.412, -1.036, 0.406], [-1.466, 0.075, -0.429], [-0.307, 0.886, -0.492], [0.733, 0.660, 0.378], [-0.399, -2.260, 1.807], [-2.306, -1.639, 0.472], [-2.372, 0.415, -0.908], [-0.262, 1.663, -1.240], [1.593, 1.308, 0.295], [-3.190, 1.840, -2.391], [-1.916, 2.306, -2.395], [-1.721, 3.467, -1.636], [-0.542, 4.194, -1.812], [0.553, 3.529, -2.298], [0.414, 2.265, -2.891], [-0.781, 1.685, -3.018], [-2.605, 3.898, -1.189], [-0.438, 5.076, -1.199], [1.545, 3.950, -2.362], [1.264, 1.783, -3.352], [-0.932, 0.821, -3.648], [-3.386, -2.828, -0.547], [-3.913, -1.460, -0.776], [-4.345, -0.375, -0.955], [-3.957, -3.202, 0.303], [-2.302, -2.720, -0.514], [-3.411, -3.536, -1.375], [3.108, 1.739, 1.492], [3.883, 2.709, 0.719], [4.448, 3.507, 0.169], [3.540, 1.452, 2.451], [3.066, 0.852, 0.860], [2.144, 2.176, 1.753]], "lowdin_charge": [0.032, -0.247, 0.022, -0.070, -0.170, -0.073, -0.001, 0.112, 0.095, -0.018, 0.102, 0.108, -0.045, -0.166, -0.053, -0.080, -0.056, -0.079, -0.016, 0.019, 0.123, 0.094, 0.104, 0.108, -0.204, -0.124, -0.063, -0.083, -0.057, -0.021, 0.010, 0.114, 0.134, 0.113, 0.117, 0.100, -0.151, -0.254, -0.010, -0.109, -0.094, -0.088, -0.027, 0.131, 0.109, 0.109, 0.122, 0.000, 0.032, -0.203, -0.029, -0.073, -0.026, -0.104, -0.053, 0.113, 0.035, 0.089, 0.107, 0.119, -0.061, -0.157, 0.020, -0.053, -0.026, -0.076, -0.053, 0.062, 0.029, 0.077, 0.069, -0.052, 0.051, -0.195, 0.033, -0.047, -0.070, -0.109, -0.058, 0.128, 0.110, 0.111, 0.068, 0.130, -0.056, -0.206, 0.201, 0.102, 0.072, 0.082, -0.027, -0.235, 0.200, 0.112, 0.109, 0.094], "de_lowest_kj_mol": 2763.0, "homo_energy_ev": -8.193, "lumo_ha": 0.0082, "homo_lumo_gap_ev": 8.415}

Entry 3:
{"formula": "C47H117N3O13", "method": "ωB97M-V with the def2-TZVPD basis set", "symbols": ["C", "C", "O", "H", "H", "H", "H", "H", "H", "C", "C", "O", "H", "H", "H", "H", "H", "H", "C", "C", "O", "H", "H", "H", "H", "H", "H", "C", "C", "O", "H", "H", "H", "H", "H", "H", "C", "C", "O", "H", "H", "H", "H", "H", "H", "C", "C", "O", "H", "H", "H", "H", "H", "H", "C", "C", "O", "H", "H", "H", "H", "H", "H", "C", "C", "O", "H", "H", "H", "H", "H", "H", "C", "C", "O", "H", "H", "H", "H", "H", "H", "C", "C", "O", "H", "H", "H", "H", "H", "H", "C", "C", "C", "C", "C", "C", "N", "O", "C", "C", "C", "H", "H", "H", "H", "H", "H", "H", "H", "H", "H", "H", "H", "H", "H", "H", "H", "H", "H", "H", "C", "C", "C", "C", "C", "C", "N", "O", "C", "C", "C", "H", "H", "H", "H", "H", "H", "H", "H", "H", "H", "H", "H", "H", "H", "H", "H", "H", "H", "H", "C", "C", "C", "C", "C", "C", "N", "O", "C", "C", "C", "H", "H", "H", "H", "H", "H", "H", "H", "H", "H", "H", "H", "H", "H", "H", "H", "H", "H", "H"], "positions_angstrom": [[16.125, 13.536, -1.563], [17.482, 13.096, -1.237], [17.992, 14.105, -0.372], [15.743, 12.917, -2.375], [16.130, 14.549, -1.966], [15.375, 13.522, -0.771], [18.149, 13.149, -2.097], [17.641, 12.083, -0.867], [17.855, 13.987, 0.571], [12.504, 13.675, 7.245], [11.622, 14.378, 8.246], [10.590, 15.090, 7.689], [13.311, 13.139, 7.746], [13.045, 14.487, 6.759], [11.970, 13.036, 6.541], [12.197, 14.944, 8.980], [11.078, 13.566, 8.730], [10.112, 15.628, 8.323], [12.246, 6.355, 7.882], [12.281, 7.527, 8.759], [13.644, 7.790, 9.067], [11.189, 6.115, 7.763], [12.749, 5.526, 8.379], [12.709, 6.540, 6.913], [11.571, 7.366, 9.570], [11.977, 8.400, 8.181], [13.681, 8.433, 9.780], [15.320, 4.375, 9.424], [16.160, 5.321, 8.535], [15.279, 5.868, 7.608], [15.950, 3.877, 10.161], [14.680, 3.670, 8.893], [14.608, 5.034, 9.923], [16.912, 4.678, 8.078], [16.672, 6.026, 9.189], [14.620, 6.368, 8.095], [17.630, 13.672, 8.120], [16.272, 13.406, 7.535], [15.991, 13.914, 6.294], [17.322, 14.491, 8.770], [18.329, 14.024, 7.361], [18.128, 12.905, 8.714], [15.481, 13.709, 8.221], [16.224, 12.347, 7.280], [16.239, 13.248, 5.650], [18.916, 11.546, 4.853], [17.575, 10.783, 4.564], [16.592, 11.884, 4.582], [18.939, 12.382, 5.551], [19.310, 11.981, 3.934], [19.728, 10.861, 5.098], [17.170, 10.118, 5.327], [17.620, 10.192, 3.649], [15.768, 11.466, 4.322], [9.416, 12.881, -0.264], [10.067, 11.650, 0.312], [10.856, 11.948, 1.507], [10.182, 13.626, -0.479], [8.629, 13.288, 0.371], [8.912, 12.797, -1.227], [10.701, 11.258, -0.484], [9.357, 10.831, 0.424], [11.192, 12.839, 1.383], [9.383, 13.163, 5.078], [8.597, 12.281, 4.150], [9.337, 11.247, 3.630], [10.158, 13.752, 4.587], [9.749, 12.594, 5.933], [8.627, 13.736, 5.615], [8.103, 12.771, 3.310], [7.822, 11.804, 4.749], [9.680, 11.490, 2.767], [19.146, 6.798, 3.824], [17.925, 6.300, 4.604], [17.483, 7.207, 5.545], [18.767, 7.676, 3.300], [19.556, 6.074, 3.120], [19.922, 7.153, 4.502], [18.269, 5.373, 5.063], [17.097, 6.214, 3.900], [16.826, 6.632, 5.945], [11.036, 5.836, -0.144], [9.842, 5.936, -1.122], [8.677, 5.493, -0.483], [11.384, 4.809, -0.032], [10.684, 6.149, 0.839], [11.824, 6.479, -0.537], [9.952, 5.220, -1.936], [9.598, 6.934, -1.488], [8.653, 4.534, -0.526], [16.175, 6.841, -5.110], [15.434, 7.719, -4.073], [16.299, 8.955, -3.878], [15.557, 10.161, -3.379], [14.297, 10.532, -4.220], [13.330, 9.333, -4.296], [14.087, 8.093, -4.726], [13.260, 7.011, -4.819], [12.604, 9.164, -2.964], [12.438, 9.615, -5.533], [15.186, 7.023, -2.705], [17.167, 6.576, -4.742], [16.336, 7.265, -6.101], [15.599, 5.958, -5.386], [17.079, 8.932, -3.117], [16.735, 9.233, -4.837], [16.269, 10.980, -3.473], [15.397, 10.047, -2.307], [14.701, 10.793, -5.198], [13.749, 11.356, -3.764], [13.283, 9.526, -2.192], [11.825, 9.922, -2.889], [12.119, 8.209, -2.760], [13.065, 9.514, -6.419], [11.742, 8.831, -5.830], [11.914, 10.571, -5.538], [16.120, 6.866, -2.166], [14.764, 6.022, -2.796], [14.470, 7.539, -2.065], [13.286, 6.721, -3.904], [4.199, 5.899, 2.694], [5.290, 6.986, 2.578], [4.825, 8.072, 3.565], [5.850, 9.056, 4.066], [7.044, 8.316, 4.662], [7.640, 7.324, 3.641], [6.563, 6.419, 3.077], [7.115, 5.391, 2.353], [8.389, 8.090, 2.503], [8.698, 6.615, 4.594], [5.360, 7.481, 1.086], [3.236, 6.404, 2.615], [4.091, 5.182, 3.508], [4.212, 5.283, 1.795], [4.101, 8.751, 3.114], [4.261, 7.581, 4.358], [5.427, 9.679, 4.854], [6.206, 9.644, 3.221], [6.785, 7.764, 5.566], [7.762, 9.087, 4.942], [7.752, 8.841, 2.037], [9.386, 8.390, 2.825], [8.692, 7.393, 1.721], [9.325, 7.355, 5.093], [8.232, 6.116, 5.443], [9.273, 5.995, 3.906], [5.933, 6.778, 0.480], [5.842, 8.455, 1.010], [4.403, 7.475, 0.564], [7.531, 5.835, 1.611], [11.946, 8.993, 4.453], [13.515, 9.212, 4.475], [14.290, 7.830, 4.590], [14.280, 7.105, 3.237], [14.961, 8.026, 2.188], [14.312, 9.440, 1.997], [14.068, 10.073, 3.345], [13.579, 11.388, 3.310], [15.334, 10.236, 1.174], [13.055, 9.311, 1.109], [13.797, 9.971, 5.779], [11.473, 8.613, 5.359], [11.705, 8.224, 3.719], [11.373, 9.887, 4.209], [15.347, 7.976, 4.813], [13.928, 7.190, 5.395], [13.306, 6.709, 2.948], [14.898, 6.218, 3.382], [14.858, 7.486, 1.247], [16.004, 8.232, 2.432], [15.684, 9.763, 0.257], [14.911, 11.222, 0.986], [16.202, 10.491, 1.783], [12.622, 10.252, 0.770], [13.143, 8.689, 0.218], [12.287, 8.787, 1.678], [13.410, 9.346, 6.584], [13.214, 10.892, 5.768], [14.824, 10.335, 5.833], [12.774, 11.307, 2.792]], "lowdin_spin": [0.036, 0.009, 0.003, 0.004, 0.004, 0.020, 0.001, 0.002, 0.002, 0.002, 0.002, 0.001, 0.000, 0.000, 0.000, 0.000, 0.001, 0.000, 0.001, 0.003, 0.004, 0.000, 0.000, 0.000, 0.001, 0.001, 0.001, 0.000, 0.000, 0.000, 0.000, 0.000, 0.000, 0.000, 0.000, 0.000, 0.001, 0.001, 0.002, 0.000, 0.000, 0.000, 0.000, 0.000, 0.000, 0.002, 0.001, 0.002, 0.000, 0.001, 0.000, 0.000, 0.001, 0.000, 0.142, 0.060, 0.040, 0.039, 0.009, 0.037, 0.020, 0.014, 0.025, 0.009, 0.011, 0.005, 0.004, 0.000, 0.001, 0.006, 0.000, 0.002, 0.004, 0.001, 0.000, 0.001, 0.001, 0.000, 0.000, 0.000, 0.000, 0.017, 0.024, 0.011, 0.004, 0.001, 0.003, 0.005, 0.016, 0.003, 0.006, 0.001, 0.007, 0.005, 0.021, 0.003, 0.002, 0.009, 0.028, 0.030, 0.012, 0.001, 0.001, 0.001, 0.004, 0.001, 0.001, 0.002, 0.003, 0.023, 0.005, 0.027, 0.004, 0.002, 0.003, 0.014, 0.005, 0.005, 0.002, 0.003, 0.002, 0.000, 0.002, 0.004, 0.001, 0.001, 0.000, 0.003, 0.004, 0.002, 0.017, 0.000, 0.000, 0.000, 0.001, 0.000, 0.001, 0.003, 0.000, 0.000, 0.003, 0.001, 0.002, 0.000, 0.000, 0.001, 0.002, 0.010, 0.002, 0.000, 0.001, 0.001, 0.000, 0.004, 0.004, 0.001, 0.001, 0.014, 0.009, 0.009, 0.001, 0.000, 0.001, 0.001, 0.000, 0.000, 0.001, 0.001, 0.003, 0.001, 0.002, 0.006, 0.001, 0.007, 0.003, 0.002, 0.000, 0.000, 0.000, 0.002], "total_charge": -1, "spin_multiplicity": 2, "homo_energy_ev": [0.426, -6.249], "lumo_ha": [0.0634, 0.0604], "homo_lumo_gap_ev": [1.299, 7.892], "s2": 0.75}

Entry 4:
{"formula": "C18H24N2O2PReSe2Te2", "method": "ωB97M-V with the def2-TZVPD basis set", "symbols": ["Re", "O", "C", "O", "C", "P", "C", "C", "C", "C", "C", "C", "C", "C", "C", "C", "C", "C", "H", "H", "H", "H", "H", "H", "H", "H", "H", "H", "H", "H", "N", "C", "C", "C", "C", "N", "H", "H", "H", "H", "H", "H", "H", "H", "H", "H", "H", "H", "Se", "Te", "Te", "Se"], "positions_angstrom": [[0.683, -1.954, -0.496], [4.312, -0.874, 0.918], [3.335, -0.898, 0.230], [2.505, -1.961, 0.215], [2.877, 0.248, -0.662], [1.035, 0.346, -0.585], [0.531, 1.308, -2.037], [-0.287, 0.749, -3.014], [-0.644, 1.478, -4.140], [-0.176, 2.773, -4.298], [0.646, 3.338, -3.330], [0.994, 2.613, -2.204], [0.767, 1.513, 0.792], [-0.278, 2.437, 0.753], [-0.542, 3.246, 1.846], [0.234, 3.142, 2.993], [1.282, 2.233, 3.037], [1.548, 1.422, 1.943], [3.119, -0.020, -1.694], [3.399, 1.165, -0.399], [-0.642, -0.268, -2.899], [-1.282, 1.034, -4.892], [-0.448, 3.344, -5.175], [1.015, 4.347, -3.454], [1.627, 3.066, -1.450], [-0.886, 2.534, -0.139], [-1.350, 3.964, 1.801], [0.030, 3.776, 3.845], [1.904, 2.161, 3.919], [2.381, 0.730, 2.003], [0.119, -2.422, 1.614], [-0.446, -1.543, 2.674], [-1.555, -0.647, 2.164], [-2.665, -1.344, 1.369], [-2.550, -1.177, -0.140], [-1.535, -2.081, -0.747], [-0.467, -3.255, 1.539], [1.016, -2.776, 1.947], [0.368, -0.933, 3.065], [-0.805, -2.177, 3.489], [-1.110, 0.126, 1.542], [-1.978, -0.127, 3.024], [-3.631, -0.933, 1.663], [-2.727, -2.412, 1.610], [-2.271, -0.152, -0.395], [-3.514, -1.389, -0.606], [-1.627, -2.006, -1.758], [-1.828, -3.039, -0.540], [-2.023, -5.488, 0.577], [-0.953, -6.018, -1.494], [1.402, -4.607, -1.241], [1.094, -2.589, -2.782]], "nbo_charge": [0.450, -0.538, 0.794, -0.720, -0.851, 1.136, -0.410, -0.137, -0.212, -0.178, -0.198, -0.180, -0.373, -0.216, -0.191, -0.207, -0.146, -0.238, 0.276, 0.269, 0.191, 0.224, 0.230, 0.231, 0.226, 0.226, 0.227, 0.229, 0.221, 0.228, -0.829, -0.211, -0.424, -0.428, -0.206, -0.809, 0.402, 0.415, 0.220, 0.200, 0.221, 0.236, 0.241, 0.203, 0.207, 0.205, 0.416, 0.389, -0.318, 0.354, 0.245, -0.091], "total_charge": 1, "spin_multiplicity": 2, "de_lowest_kj_mol": 0.0, "homo_energy_ev": [-10.970, -11.053], "lumo_ha": [-0.1423, -0.1971], "homo_lumo_gap_ev": [7.098, 5.689], "s2": 0.97}

no.,F_max (eV Å⁻¹)
1,4.72
2,14.78
3,3.85
4,0.48